## i
This record from the OMol25 dataset describes a 2-piece molecular cluster, C4H7FN2 overall. The level of theory is wB97M-V/def2-TZVPD.

Each line ends with the Mulliken charge.
Geometry (Å):
C -1.28 -1.49 0.16  -0.260
C -0.38 -0.32 -0.19  0.546
C 0.20 0.42 0.98  -0.748
C 0.78 1.53 -2.07  -0.082
N -1.47 -1.69 1.42  -0.545
N -0.33 -0.12 -1.41  -0.666
F 0.70 2.43 -1.05  -0.229
H -1.72 -2.11 -0.60  0.452
H 0.44 -0.52 1.61  0.301
H -0.62 1.08 1.29  0.246
H 1.29 0.81 0.62  0.273
H 1.85 1.30 -2.18  0.220
H 0.21 1.90 -2.81  0.260
H -2.13 -2.46 1.75  0.231

Results
HOMO: -8.828 eV
LUMO energy: 0.72 eV
HOMO-LUMO gap: 0.35104 hartree
2S+1: 1
total charge: 0

## ii
This record from the OMol25 dataset describes a single C4H7FN2 molecule. The level of theory is wB97M-V/def2-TZVPD.

Each line ends with the Mulliken charge.
Geometry (Å):
C -0.45 1.36 -0.15  -0.292
C -0.56 -0.15 -0.54  -0.743
C 2.31 0.01 -0.43  0.111
C -0.85 -1.06 0.65  -1.001
N 0.86 1.67 0.44  -0.599
N 1.65 0.70 0.32  0.341
F 2.67 -1.23 -0.16  -0.168
H -0.83 1.91 -0.99  0.354
H -1.05 1.71 0.73  0.255
H -1.22 -0.27 -1.32  0.466
H 0.26 -0.58 -1.06  0.322
H -1.82 -0.93 1.09  0.353
H 0.03 -1.09 1.30  0.331
H -1.01 -2.04 0.12  0.272

Results
HOMO (spin up / spin down): -9.024 / -9.027 eV
LUMO energy (spin up / spin down): -0.39 / -0.38 eV
HOMO-LUMO gap (spin up / spin down): 0.31740 / 0.31767 hartree
2S+1: 1
total charge: 0

Which of them is least stable? Easy: ii.

## i
This record from the OMol25 dataset describes C56H66Cl5NO3P3SiY as an isolated structure. The level of theory is wB97M-V/def2-TZVPD.

Each line ends with the Mulliken charge.
Geometry (Å):
Y 0.65 -0.46 0.50  -2.712
C -1.53 -4.07 0.98  -1.458
C -1.75 -3.10 -0.18  2.764
C -2.22 -3.84 -1.43  -1.815
P -2.79 -1.71 0.57  0.233
C -4.53 -2.48 0.50  0.781
C -5.37 -1.84 1.61  -1.499
C -5.33 -2.46 -0.79  -1.829
C -2.97 -0.29 -0.59  1.016
C -3.45 -0.30 -1.89  -0.819
C -3.76 0.89 -2.53  -1.111
C -3.63 2.09 -1.85  -0.888
C -3.09 2.11 -0.58  -1.062
C -2.71 0.93 0.05  1.007
Si -1.43 0.84 1.47  0.453
C -2.16 0.24 3.12  0.537
C -3.52 0.37 3.36  0.026
C -4.10 -0.08 4.54  -0.874
C -3.29 -0.67 5.50  -1.189
C -1.93 -0.78 5.28  -0.819
C -1.35 -0.35 4.10  -0.131
P 0.47 -0.33 3.78  0.969
C 0.84 1.08 4.99  1.086
C 2.14 1.77 4.56  -1.493
C 0.86 0.78 6.48  -1.562
C 1.20 -1.95 4.44  1.639
C 2.71 -1.74 4.61  -1.492
C 0.63 -2.68 5.65  -1.792
C -0.78 2.60 1.94  0.763
C -1.31 3.25 3.05  -0.655
C -0.79 4.43 3.54  -0.677
C 0.27 5.03 2.88  -1.179
C 0.82 4.41 1.77  0.069
C 0.33 3.19 1.31  -0.653
P 1.14 2.35 -0.10  0.708
C 0.02 3.03 -1.45  2.997
C -0.08 4.55 -1.51  -2.024
C 0.36 2.47 -2.83  -2.551
C 2.81 3.20 -0.30  0.795
C 3.60 3.19 1.02  -1.455
C 3.59 2.44 -1.37  -1.613
H -0.93 -4.92 0.66  0.403
H -2.48 -4.45 1.37  0.293
H -1.00 -3.57 1.79  0.167
H -0.78 -2.62 -0.40  -1.661
H -3.10 -4.44 -1.21  0.380
H -1.43 -4.52 -1.75  0.470
H -2.43 -3.15 -2.24  0.261
H -4.35 -3.52 0.79  0.485
H -5.59 -0.80 1.37  0.234
H -4.84 -1.88 2.56  0.307
H -6.31 -2.38 1.71  0.553
H -5.59 -1.44 -1.08  0.363
H -6.25 -3.02 -0.64  0.524
H -4.79 -2.92 -1.62  0.267
H -3.56 -1.23 -2.44  0.436
H -4.12 0.88 -3.55  0.504
H -3.92 3.02 -2.33  0.459
H -2.94 3.05 -0.07  0.452
H -4.14 0.84 2.61  0.537
H -5.16 0.03 4.71  0.453
H -3.72 -1.02 6.43  0.430
H -1.33 -1.22 6.06  0.437
H 0.01 1.78 4.78  0.061
H 3.00 1.13 4.70  0.275
H 2.29 2.68 5.14  0.522
H 2.07 2.05 3.51  0.110
H 1.70 0.14 6.74  0.250
H -0.06 0.32 6.80  0.344
H 0.98 1.72 7.03  0.443
H 1.05 -2.61 3.57  -0.362
H 2.93 -1.24 5.55  0.272
H 3.12 -1.15 3.80  0.115
H 3.23 -2.70 4.62  0.474
H 0.66 -2.06 6.55  0.243
H 1.24 -3.56 5.85  0.522
H -0.38 -3.02 5.47  0.387
H -2.15 2.79 3.56  0.539
H -1.22 4.90 4.41  0.465
H 0.68 5.96 3.24  0.412
H 1.64 4.89 1.26  0.433
H -0.95 2.62 -1.16  -1.938
H 0.87 5.00 -1.80  0.418
H -0.39 4.97 -0.55  0.434
H -0.83 4.83 -2.25  0.450
H 1.23 2.97 -3.25  0.436
H -0.47 2.64 -3.51  0.571
H 0.55 1.41 -2.78  0.459
H 2.65 4.23 -0.64  0.829
H 2.98 2.90 1.86  0.234
H 4.02 4.17 1.24  0.268
H 4.42 2.48 0.96  0.538
H 3.67 1.39 -1.10  0.209
H 4.60 2.85 -1.45  0.527
H 3.12 2.50 -2.35  0.233
Cl 7.00 -3.90 0.87  -0.240
C 5.35 -3.41 0.86  0.210
C 5.03 -2.09 1.13  -0.923
C 3.70 -1.73 1.15  0.557
Cl 3.25 -0.07 1.41  0.014
C 2.63 -2.63 0.92  -0.966
O 1.39 -2.30 1.04  1.009
C 3.04 -3.94 0.58  0.545
Cl 1.80 -5.05 0.16  -0.259
C 4.36 -4.34 0.56  -0.854
H 5.80 -1.36 1.32  0.529
H 4.61 -5.36 0.32  0.512
Cl 2.37 1.90 -5.49  -0.157
C 0.81 1.91 -6.25  1.382
C 0.50 2.96 -7.10  -0.833
C -0.76 3.03 -7.68  -0.572
C -1.71 2.06 -7.39  -0.542
C -1.38 1.02 -6.55  0.688
Cl -2.57 -0.19 -6.20  -0.210
C -0.10 0.88 -5.98  -1.447
N 0.20 -0.18 -5.15  0.502
C 1.31 -1.02 -5.30  0.157
C 2.10 -0.94 -6.44  -0.207
C 3.22 -1.74 -6.58  -0.831
C 3.55 -2.64 -5.59  -0.927
C 2.73 -2.76 -4.48  -0.651
C 1.61 -1.97 -4.32  0.339
C 0.71 -2.20 -3.14  -1.044
C 0.89 -1.19 -2.01  1.848
O -0.14 -0.58 -1.60  0.642
O 1.99 -1.05 -1.44  -0.577
H 1.24 3.72 -7.29  0.468
H -1.00 3.84 -8.34  0.402
H -2.69 2.11 -7.83  0.449
H -0.60 -0.57 -4.66  -0.178
H 1.84 -0.25 -7.23  0.527
H 3.83 -1.66 -7.47  0.423
H 4.43 -3.27 -5.69  0.398
H 2.98 -3.48 -3.71  0.480
H 0.94 -3.18 -2.70  0.641
H -0.34 -2.20 -3.43  0.277

Results
HOMO: -6.755 eV
LUMO energy: 0.55 eV
HOMO-LUMO gap: 0.26850 hartree
2S+1: 1
total charge: 0

## ii
This record from the OMol25 dataset describes C56H66Cl5NO3P3SiY as an isolated structure. The level of theory is wB97M-V/def2-TZVPD.

Each line ends with the Mulliken charge.
Geometry (Å):
Y -0.70 0.21 0.31  -2.616
C 2.83 2.21 -1.98  -0.937
C 2.91 0.75 -2.40  0.199
C 4.37 0.44 -2.71  -1.803
P 2.07 -0.33 -1.12  0.757
C 1.88 -2.00 -1.95  2.805
C 2.81 -2.38 -3.10  -2.499
C 1.86 -3.14 -0.93  -1.349
C 3.32 -0.45 0.21  -0.222
C 4.47 -1.22 0.03  -0.199
C 5.42 -1.31 1.03  -1.000
C 5.23 -0.62 2.21  -1.024
C 4.09 0.14 2.39  0.159
C 3.10 0.24 1.41  0.565
Si 1.45 1.17 1.73  0.333
C 1.21 1.05 3.63  0.853
C 1.77 1.97 4.51  0.033
C 1.65 1.85 5.88  -0.994
C 0.96 0.78 6.42  -1.112
C 0.36 -0.14 5.57  -0.702
C 0.45 -0.01 4.19  0.330
P -0.40 -1.16 3.02  0.918
C -2.09 -1.72 3.65  0.770
C -3.23 -1.37 2.68  -1.123
C -2.51 -1.35 5.07  -2.019
C 0.50 -2.77 3.19  0.486
C 1.96 -2.67 2.78  -1.270
C 0.42 -3.41 4.57  -1.654
C 1.98 2.99 1.33  0.461
C 3.22 3.47 1.75  -0.217
C 3.68 4.73 1.41  -0.906
C 2.90 5.56 0.63  -1.292
C 1.67 5.11 0.19  -0.304
C 1.20 3.84 0.53  0.421
P -0.44 3.25 0.01  1.205
C -0.75 3.49 -1.83  0.428
C 0.01 4.59 -2.56  -1.795
C -0.65 2.16 -2.57  -1.252
C -1.58 4.50 0.80  1.233
C -1.09 4.85 2.20  -1.782
C -1.85 5.81 0.05  -1.731
H 3.20 2.84 -2.78  0.739
H 3.45 2.39 -1.09  0.174
H 1.82 2.52 -1.73  -0.473
H 2.30 0.61 -3.30  0.689
H 4.99 0.64 -1.84  0.305
H 4.71 1.10 -3.51  0.514
H 4.55 -0.58 -3.03  0.369
H 0.86 -1.92 -2.36  -0.767
H 3.83 -2.56 -2.77  0.348
H 2.83 -1.63 -3.89  0.536
H 2.46 -3.31 -3.54  0.549
H 2.85 -3.32 -0.52  0.283
H 1.52 -4.04 -1.42  0.355
H 1.18 -2.94 -0.10  -0.113
H 4.62 -1.75 -0.90  0.263
H 6.30 -1.92 0.88  0.446
H 5.96 -0.68 3.00  0.420
H 3.94 0.64 3.34  0.450
H 2.32 2.81 4.11  0.432
H 2.09 2.59 6.53  0.425
H 0.87 0.66 7.49  0.444
H -0.18 -0.96 6.01  0.365
H -1.98 -2.81 3.61  0.879
H -3.69 -0.42 2.94  0.416
H -4.00 -2.13 2.76  0.604
H -2.92 -1.33 1.64  -0.268
H -2.46 -0.27 5.23  0.308
H -1.92 -1.84 5.83  0.345
H -3.55 -1.65 5.22  0.485
H -0.03 -3.41 2.46  0.175
H 2.51 -2.03 3.47  0.292
H 2.09 -2.28 1.78  -0.127
H 2.42 -3.66 2.82  0.641
H 1.00 -2.83 5.29  0.308
H 0.86 -4.41 4.55  0.488
H -0.59 -3.51 4.95  0.365
H 3.86 2.83 2.34  0.345
H 4.66 5.06 1.75  0.456
H 3.25 6.54 0.35  0.408
H 1.07 5.76 -0.42  0.284
H -1.82 3.75 -1.83  1.106
H 1.09 4.46 -2.50  0.211
H -0.23 5.58 -2.16  0.365
H -0.27 4.59 -3.61  0.495
H 0.36 1.73 -2.55  -0.331
H -0.92 2.30 -3.62  0.693
H -1.36 1.42 -2.17  0.162
H -2.54 3.97 0.88  -0.045
H -0.24 5.54 2.15  0.425
H -0.77 3.98 2.77  0.228
H -1.89 5.35 2.76  0.458
H -0.95 6.42 -0.01  0.274
H -2.59 6.39 0.60  0.514
H -2.23 5.67 -0.96  0.371
Cl -7.01 3.60 3.17  -0.247
C -5.76 2.81 2.26  0.063
C -4.53 2.56 2.87  -0.621
C -3.56 1.93 2.12  0.123
Cl -2.00 1.61 2.83  -0.007
C -3.72 1.53 0.77  -1.558
O -2.78 0.97 0.09  0.608
C -4.99 1.82 0.23  0.512
Cl -5.28 1.37 -1.42  -0.238
C -5.99 2.44 0.95  -0.584
H -4.35 2.85 3.89  0.518
H -6.94 2.64 0.49  0.487
Cl 0.40 -2.25 -5.16  -0.036
C -1.05 -2.55 -6.05  0.829
C -1.04 -2.34 -7.42  -0.720
C -2.21 -2.46 -8.15  -0.477
C -3.40 -2.77 -7.50  -0.526
C -3.39 -3.00 -6.14  0.564
Cl -4.88 -3.41 -5.35  -0.221
C -2.22 -2.92 -5.37  -1.375
N -2.27 -3.12 -4.00  0.501
C -1.63 -4.15 -3.33  0.305
C -0.87 -5.09 -4.02  -0.544
C -0.22 -6.11 -3.33  -0.860
C -0.33 -6.21 -1.96  -0.937
C -1.10 -5.28 -1.27  -0.277
C -1.76 -4.26 -1.93  0.860
C -2.54 -3.26 -1.11  -1.946
C -1.66 -2.06 -0.83  1.344
O -1.64 -1.08 -1.60  -0.658
O -0.94 -2.09 0.22  0.463
H -0.11 -2.07 -7.89  0.467
H -2.20 -2.28 -9.21  0.383
H -4.33 -2.85 -8.04  0.427
H -3.12 -2.78 -3.58  0.294
H -0.79 -5.04 -5.09  0.503
H 0.36 -6.83 -3.89  0.409
H 0.18 -7.00 -1.42  0.406
H -1.19 -5.34 -0.20  0.288
H -2.83 -3.72 -0.17  0.621
H -3.45 -2.92 -1.61  0.621

Results
HOMO: -6.802 eV
LUMO energy: 0.56 eV
HOMO-LUMO gap: 0.27055 hartree
2S+1: 1
total charge: 0

Which of them is least stable? Easy: i.

## i
This record from the OMol25 dataset describes a 2-piece molecular cluster, C4H11N4 overall. The level of theory is wB97M-V/def2-TZVPD.

Each line ends with the Mulliken charge.
Geometry (Å):
C 2.46 0.21 -0.18  0.779
C 3.03 1.24 -0.77  -1.129
C -0.12 -1.71 -0.18  -0.343
C 0.62 -0.95 0.86  0.010
N -1.08 -1.14 -0.71  -0.461
N -2.62 0.80 -0.16  -0.570
N -0.11 0.30 1.08  -0.814
N 2.00 -0.72 0.41  -0.385
H 3.07 1.39 -1.76  0.346
H 3.65 1.83 -0.14  0.249
H 0.10 -2.81 -0.30  0.405
H 0.64 -1.58 1.71  0.414
H -1.70 -1.56 -1.38  0.259
H -1.65 0.26 0.18  0.516
H -2.29 1.08 -1.07  0.389
H 0.13 1.13 0.37  0.331
H 0.28 0.61 2.02  0.277
H -3.33 0.00 -0.33  0.388
H -3.09 1.61 0.36  0.338

Results
HOMO: -11.961 eV
LUMO energy: -3.35 eV
HOMO-LUMO gap: 0.31633 hartree
2S+1: 1
total charge: +1

## ii
This record from the OMol25 dataset describes an isolated ion of composition C4H11N4 and charge +1. The level of theory is wB97M-V/def2-TZVPD.

Each line ends with the Mulliken charge.
Geometry (Å):
H -1.42 0.99 -2.04  0.245
N -1.68 0.88 -1.11  -0.739
C -0.94 0.48 -0.19  0.283
N -1.52 0.15 1.01  -0.135
N -0.66 -0.05 2.15  -0.629
C 0.63 0.34 -0.41  0.538
C 1.13 1.08 -1.56  -1.736
C 0.70 -1.14 -0.48  -0.009
N 0.70 -1.91 0.67  -0.171
H -2.38 0.60 0.99  0.296
H -0.99 -0.57 2.93  0.273
H -0.52 0.82 2.69  0.223
H 0.83 0.75 0.53  0.505
H 0.91 0.49 -2.52  0.417
H 2.26 1.08 -1.54  0.362
H 0.72 2.12 -1.63  0.387
H 1.15 -1.69 -1.44  0.325
H 0.87 -2.89 0.52  0.283
H 0.21 -1.53 1.43  0.284

Results
HOMO: -13.609 eV
LUMO energy: -5.22 eV
HOMO-LUMO gap: 0.30819 hartree
SMILES: [H]/N=C(/NN)[C@H](C)C=[NH2+]
2S+1: 1
total charge: +1

## iii
This record from the OMol25 dataset describes an isolated ion of composition C4H11N4 and charge +1. The level of theory is wB97M-V/def2-TZVPD.

Each line ends with the Mulliken charge.
Geometry (Å):
C -1.81 1.37 -0.30  -1.318
N -0.44 0.98 0.14  -0.039
C -0.12 0.40 1.47  -0.574
C 1.12 -0.53 1.26  -0.412
N 1.10 -0.68 -0.25  0.317
N 1.76 -1.79 -0.77  -0.761
C 0.07 -0.09 -0.80  0.450
N -0.19 -0.28 -2.09  -0.355
H -1.84 1.68 -1.26  0.540
H -2.63 0.74 -0.20  0.433
H -1.95 2.29 0.29  0.367
H -1.01 -0.01 1.79  0.383
H 0.09 1.34 2.05  0.334
H 2.19 -0.23 1.39  0.355
H 0.94 -1.40 1.85  0.254
H 1.43 -2.73 -0.80  0.217
H 2.71 -1.58 -0.82  0.217
H -1.12 -0.07 -2.40  0.261
H 0.17 -1.14 -2.49  0.331

Results
HOMO: -13.952 eV
LUMO energy: -3.19 eV
HOMO-LUMO gap: 0.39539 hartree
SMILES: CN1CC[N+](N)=C1N
2S+1: 1
total charge: +1

Which of them is least stable? Easy: ii.